C4H8N2O in the gas phase. Source: the OMol25 dataset; level of theory: ωB97M-V/def2-TZVPD.

The geometry in XYZ format:
```
15
Properties=species:S:1:pos:R:3
O 1.800 0.044 -0.634
N 0.212 -2.708 0.650
N 1.087 0.323 1.579
C 0.742 -0.199 0.251
C 0.402 -1.655 0.252
C -1.434 0.039 -1.259
C -0.473 0.703 -0.208
H -1.621 -1.023 -0.980
H 1.955 0.986 -0.666
H 0.302 0.617 2.198
H -0.946 0.173 -2.272
H -1.105 0.890 0.799
H -2.354 0.593 -1.307
H -0.031 1.688 -0.522
H 1.464 -0.470 2.118
```

Computed properties:
SMILES   CC[C@](N)(O)C#N
Multiplicity   1
Energy above the lowest of the compared OMol25 structures with the same formula, charge and spin   49.2 kcal per mole
Energy   -341.925230 Ha
Total charge   0

---

A molecular structure, C9H20B2CaO6PS. Source: the OMol25 dataset; level of theory: ωB97M-V/def2-TZVPD.

The geometry in XYZ format:
```
40
Properties=species:S:1:pos:R:3
Ca 0.998 4.085 -0.595
S -2.873 -1.212 -2.840
P -1.123 -1.885 -2.235
O 0.955 -1.370 1.257
O 1.212 1.053 4.127
O 1.816 -2.343 -0.935
O 2.412 2.097 -2.535
O -1.033 0.344 3.994
O 1.183 4.060 -2.856
C -1.161 0.415 -0.304
C 1.753 -3.655 -0.269
C 1.522 1.487 -1.489
C -2.117 -0.298 0.758
C 0.361 0.152 4.081
C 2.319 3.508 -2.527
C -1.375 1.202 2.859
C 0.694 0.346 -2.209
C -2.573 0.638 1.977
B 0.914 -1.449 -0.209
B -0.165 -0.586 -1.138
H -0.619 1.300 0.209
H -0.090 0.876 -2.872
H 3.241 4.152 -2.290
H 0.759 -3.817 0.267
H -1.730 2.195 3.320
H -3.074 -0.595 0.198
H 2.653 -3.709 0.428
H 1.805 -4.427 -1.115
H -0.425 1.441 2.286
H -1.856 0.908 -1.086
H 0.341 -2.042 1.634
H -3.307 1.457 1.642
H 1.312 -0.283 -2.945
H -3.195 -0.036 2.672
H 0.714 -0.939 4.154
H -0.306 -2.068 -3.409
H -1.705 -1.255 1.211
H 0.779 2.245 -1.063
H -1.234 -3.126 -1.493
H 2.216 1.132 -0.661
```

Computed properties:
Multiplicity   1
Energy above the lowest of the compared OMol25 structures with the same formula, charge and spin   0.0 kcal per mole
Energy   -2272.808633 Ha
Total charge   +1

---

2 unconnected molecules or ions with the total composition C4H5N3. Source: the OMol25 dataset; level of theory: ωB97M-V/def2-TZVPD.

The geometry in XYZ format:
```
12
Properties=species:S:1:pos:R:3
N 0.349 1.582 -1.138
N -0.944 -1.221 2.180
N 0.643 0.186 0.658
C 0.105 0.212 -1.557
C -1.908 -1.740 1.760
C 0.325 -0.586 -0.320
C 0.637 1.490 0.100
H -0.118 -0.613 2.053
H -0.925 0.098 -1.916
H 0.770 -0.081 -2.375
H 0.869 2.332 0.747
H 0.197 -1.660 -0.192
```

Computed properties:
Multiplicity   1
Energy above the lowest of the compared OMol25 structures with the same formula, charge and spin   61.7 kcal per mole
Energy   -319.613892 Ha
Total charge   0

---

6 unconnected molecules or ions with the total composition C36H31FNO20. Source: the OMol25 dataset; level of theory: ωB97M-V/def2-TZVPD.

The geometry in XYZ format:
```
89
Properties=species:S:1:pos:R:3
F 1.951 -3.465 1.522
O -11.767 -1.386 10.675
O 1.664 3.946 -4.913
O -5.223 -2.481 6.231
O 6.011 7.473 -8.048
O -7.903 -3.259 7.613
O -1.812 0.318 4.629
O 3.840 6.942 -6.774
O 7.775 -0.120 -5.263
O 3.936 2.441 -8.140
O -3.118 2.442 5.281
O 5.375 -4.720 -3.628
O 8.932 -2.384 -5.633
O -9.201 -4.974 9.037
O 1.443 4.223 -2.369
O 2.107 -0.407 -1.967
O 6.127 2.957 -9.363
O -6.544 -0.382 6.838
O 2.414 -0.672 -4.538
O -10.500 0.312 9.221
O 4.218 -2.442 -3.269
N 0.462 -1.883 0.809
C -10.904 -1.899 9.986
C -1.470 -0.992 1.691
C 4.352 3.698 -8.059
C -4.938 1.201 6.102
C 7.243 -3.721 -4.653
C 6.043 -3.661 -4.060
C 4.296 5.980 -7.366
C -0.407 -1.584 -0.366
C -9.131 -1.359 8.286
C 2.163 0.545 -4.099
C 7.118 -1.171 -4.832
C 5.590 6.225 -8.132
C 5.312 -2.351 -3.819
C 3.709 4.661 -7.384
C -9.596 -3.717 9.151
C 6.228 5.257 -8.810
C -8.803 -2.757 8.277
C 1.768 1.927 -1.985
C 2.883 -1.339 0.982
C 1.841 -2.395 0.657
C -0.136 -1.614 1.906
C -4.634 -1.341 5.965
C 2.043 1.613 -4.906
C -3.411 -1.234 5.406
C -5.467 -0.116 6.345
C -1.340 -0.533 0.222
C 5.654 3.936 -8.809
C -10.114 -0.942 9.100
C -10.588 -3.307 9.955
C 2.008 0.648 -2.588
C 1.782 2.896 -4.308
C -3.719 1.296 5.549
C 5.914 -1.118 -4.233
C 7.855 -2.485 -5.079
C 1.659 3.001 -2.791
C -2.896 0.077 5.157
H 4.605 1.988 -8.697
H 8.608 -0.460 -5.656
H 0.337 -1.821 2.861
H 0.203 -1.296 -1.216
H -8.464 -4.965 8.393
H 1.418 4.791 -3.171
H 2.580 -1.260 -3.772
H 5.388 -0.190 -4.064
H 1.693 2.001 -0.909
H -5.526 2.065 6.380
H -2.284 -0.438 -0.306
H -2.246 2.213 4.904
H 3.340 -1.588 1.940
H -6.107 -2.284 6.621
H -11.226 0.302 9.881
H 4.538 -4.378 -3.261
H -1.617 -0.200 2.423
H 2.158 1.550 -5.980
H -0.832 0.435 0.214
H 2.441 -0.346 1.039
H 2.787 4.480 -6.852
H 7.765 -4.651 -4.828
H -8.556 -0.693 7.663
H 1.906 -2.768 -0.366
H -2.813 -2.098 5.151
H 7.148 5.428 -9.351
H 3.649 -1.312 0.212
H -11.152 -3.983 10.582
H -2.244 -1.757 1.833
H -0.944 -2.511 -0.592
H 5.354 7.942 -7.493
```

Computed properties:
Multiplicity   1
Energy   -3049.611959 Ha
Total charge   +1

---

3 unconnected molecules or ions with the total composition C19H49IN7O4P2. Source: the OMol25 dataset; level of theory: ωB97M-V/def2-TZVPD.

The geometry in XYZ format:
```
82
Properties=species:S:1:pos:R:3
I 0.085 -2.311 1.458
P -3.981 0.513 -1.937
P 2.801 2.316 2.916
O 3.573 1.741 4.118
O 5.026 -3.031 -2.545
O 5.352 -5.052 -1.547
O -2.830 -0.271 -1.279
N 4.145 2.281 1.867
N 2.467 3.822 3.673
N 1.833 2.921 1.538
N 1.705 -5.795 -0.521
N -5.253 1.484 -2.743
N -4.465 -0.776 -2.962
N -4.862 0.690 -0.488
C 2.881 5.144 3.246
C 5.248 -3.646 -1.471
C -5.744 -1.458 -2.991
C -6.576 1.818 -2.238
C -1.379 -3.849 -0.779
C -5.740 -0.269 0.147
C -4.352 1.670 0.459
C 2.436 3.820 5.139
C 4.528 0.972 1.357
C 0.141 -3.741 -0.248
C 2.885 -4.896 -0.786
C 0.738 -5.111 0.348
C 2.314 3.458 0.273
C 5.401 -2.767 -0.157
C 0.749 1.966 1.247
C 5.223 3.239 1.764
C -3.432 -1.760 -3.302
C 4.228 -5.743 -0.914
C -4.652 2.706 -3.300
H -3.694 -2.322 -4.203
H -7.180 2.255 -3.041
H 1.147 -4.964 1.416
H -1.367 -3.584 -1.895
H 2.996 -4.215 0.131
H 3.841 0.656 0.563
H 1.887 4.682 5.530
H 5.534 0.962 0.934
H 2.750 2.690 -0.375
H 2.739 5.322 2.183
H 4.500 0.211 2.146
H -7.136 0.945 -1.902
H -5.835 -2.195 -2.186
H -6.546 2.544 -1.417
H 1.483 3.917 -0.274
H 1.141 1.057 0.781
H 3.448 3.844 5.562
H 3.970 -6.675 -1.539
H 6.100 2.934 2.345
H 2.268 5.912 3.733
H 0.748 -3.273 -1.084
H -5.865 -2.002 -3.935
H 0.240 1.676 2.174
H -0.010 2.400 0.590
H -1.812 -4.895 -0.688
H -2.019 -3.066 -0.235
H -5.228 -0.840 0.928
H -6.586 0.266 0.598
H -5.324 3.202 -4.006
H 4.605 -6.148 0.093
H -0.158 -5.830 0.464
H 4.812 -3.177 0.734
H 6.486 -2.640 0.190
H -3.261 1.608 0.551
H 4.917 -1.751 -0.396
H -3.279 -2.478 -2.489
H -2.480 -1.270 -3.517
H 3.922 5.354 3.512
H 3.047 4.255 0.401
H -4.768 1.547 1.460
H 4.938 4.235 2.075
H 2.609 -4.318 -1.746
H 1.922 2.935 5.518
H -4.603 2.686 0.127
H -3.736 2.461 -3.849
H 5.514 3.337 0.711
H -6.598 -0.784 -2.959
H -6.183 -0.966 -0.550
H -4.391 3.414 -2.506
```

Computed properties:
Multiplicity   1
Energy above the lowest of the compared OMol25 structures with the same formula, charge and spin   149.1 kcal per mole
Energy   -2417.657486 Ha
Total charge   -1

---

2 unconnected molecules or ions with the total composition C13H26BN2O5S. Source: the OMol25 dataset; level of theory: ωB97M-V/def2-TZVPD.

The geometry in XYZ format:
```
48
Properties=species:S:1:pos:R:3
S 0.500 -2.177 -1.499
O -1.666 -0.005 4.187
O 0.307 2.174 1.702
O 1.455 -2.033 -2.583
O 1.180 -2.186 -0.039
O -0.229 -3.434 -1.594
N -1.850 0.725 -3.192
N -3.180 -1.936 1.772
C -0.637 -0.030 -2.868
C -1.743 2.152 -2.884
C 2.370 -2.316 2.329
C -0.771 -0.854 -1.576
C -2.806 -0.862 0.848
C 2.596 2.314 0.651
C 2.643 3.056 -0.722
C 2.795 -3.392 2.651
C -1.260 -0.694 0.953
C 0.870 0.301 -0.078
C -0.651 -0.024 -0.275
C 1.686 -0.905 0.411
C 1.794 -0.984 1.953
B 1.163 1.610 0.800
H 0.826 -0.904 2.458
H -1.746 -1.344 -1.592
H -3.129 -1.060 -0.185
H 2.497 -0.244 2.339
H -3.238 0.054 1.262
H -2.655 -2.779 1.572
H -1.090 -0.123 1.886
H -4.160 -2.171 1.674
H 3.063 -4.303 3.127
H 2.223 4.060 -0.613
H -1.198 2.322 -1.940
H 3.404 1.577 0.692
H -0.448 -0.742 -3.679
H -1.146 0.952 -0.377
H 2.702 -0.793 0.014
H -0.865 -1.696 1.156
H -0.586 1.813 1.673
H 1.238 0.530 -1.091
H 2.053 2.542 -1.486
H -2.655 0.321 -2.738
H -1.214 2.709 -3.659
H -2.255 -0.646 3.768
H 3.673 3.165 -1.071
H 0.208 0.662 -2.874
H 2.679 3.051 1.455
H -2.748 2.547 -2.719
```

Computed properties:
Multiplicity   1
Energy   -1419.641586 Ha
Total charge   -1

---

A gas-phase ion, C3H3O3 (charge -1). Source: the OMol25 dataset; level of theory: ωB97M-V/def2-TZVPD.

The geometry in XYZ format:
```
9
Properties=species:S:1:pos:R:3
O 0.007 0.806 2.367
O -1.911 2.205 0.177
O -0.081 3.445 0.668
C -0.225 -0.122 0.242
C -0.207 1.050 1.193
C -0.766 2.418 0.611
H 0.225 -0.123 -0.776
H 0.264 -1.036 0.666
H -1.296 -0.459 0.121
```

Computed properties:
SMILES   CC(=O)C(=O)[O-]
Multiplicity   1
Energy above the lowest of the compared OMol25 structures with the same formula, charge and spin   6.6 kcal per mole
Energy   -341.893303 Ha
Total charge   -1

---

A molecular structure, C35H85N3O10Y. Source: the OMol25 dataset; level of theory: ωB97M-V/def2-TZVPD.

The geometry in XYZ format:
```
134
Properties=species:S:1:pos:R:3
Y 9.030 -2.632 -19.380
O 7.305 -10.342 -23.907
O 4.800 -3.422 -15.712
O 8.884 -4.761 -18.229
O 6.802 -2.532 -18.782
O 12.528 -3.387 -16.623
O 12.357 -10.958 -13.207
O 7.105 -2.298 -14.751
O 11.829 -5.136 -19.506
O 6.400 -5.256 -19.469
O 3.082 -10.289 -14.454
N 3.688 -9.176 -15.051
N 7.850 -9.976 -22.698
N 11.517 -9.893 -12.776
C 10.831 -9.364 -13.917
C 12.403 -5.094 -14.927
C 12.990 -3.694 -15.369
C 8.234 -5.089 -15.801
C 12.249 -7.307 -18.783
C 10.119 -11.531 -11.503
C 5.460 -10.818 -16.089
C 9.968 -9.249 -23.555
C 10.886 -10.126 -11.473
C 5.736 -8.216 -16.005
C 5.010 -7.585 -17.237
C 8.243 -8.571 -20.136
C 6.751 -10.077 -21.661
C 5.700 -8.974 -21.917
C 5.717 -9.825 -13.974
C 8.726 -8.792 -22.744
C 9.860 -9.057 -11.070
C 7.344 -9.829 -20.213
C 12.246 -6.351 -20.035
C 14.504 -3.685 -15.459
C 6.220 -11.515 -21.589
C 11.942 -8.533 -14.856
C 5.101 -9.542 -15.327
C 9.989 -10.442 -14.825
C 9.282 -8.426 -21.339
C 3.510 -7.262 -16.857
C 13.695 -6.054 -20.476
C 2.815 -8.506 -16.081
C 8.968 -8.679 -12.252
C 9.792 -8.242 -13.468
C 1.478 -7.917 -15.532
C 2.504 -9.530 -17.201
C 8.097 -7.480 -23.361
C 11.913 -10.100 -10.357
C 8.612 -5.599 -17.151
H 12.589 -7.900 -14.248
H 7.748 -5.912 -15.278
H 6.766 -10.082 -14.123
H 14.416 -6.205 -19.673
H 6.515 -9.763 -19.509
H 8.574 -7.768 -11.801
H 10.428 -11.438 -14.880
H 6.442 -2.541 -17.873
H 10.397 -8.235 -10.596
H 5.128 -8.209 -18.122
H 9.388 -11.603 -10.698
H 7.326 -4.497 -15.918
H 11.694 -2.949 -16.443
H 9.802 -7.478 -21.200
H 12.751 -6.744 -17.995
H 0.752 -8.712 -15.363
H 4.711 -4.322 -15.399
H 9.311 -7.962 -14.405
H 7.083 -12.168 -21.717
H 13.751 -5.114 -21.025
H 2.130 -10.480 -16.820
H 7.867 -2.130 -14.197
H 4.757 -9.197 -21.420
H 11.574 -6.588 -20.860
H 14.990 -4.534 -15.938
H 8.920 -10.498 -14.622
H 11.429 -7.930 -15.605
H 7.310 -1.864 -15.579
H 5.630 -8.983 -13.288
H 10.888 -8.693 -23.374
H 14.837 -3.624 -14.423
H 2.913 -6.905 -17.696
H 9.777 -8.975 -24.592
H 12.808 -8.230 -18.934
H 5.877 -7.486 -15.208
H 5.597 -11.843 -20.756
H 6.010 -6.103 -19.254
H 9.531 -11.733 -12.398
H 5.570 -9.035 -22.998
H 14.019 -6.934 -21.030
H 6.077 -7.970 -21.719
H 5.679 -11.697 -22.518
H 11.285 -5.352 -18.745
H 7.939 -10.742 -20.234
H 4.970 -11.670 -15.619
H 7.655 -7.666 -19.977
H 9.904 -10.141 -15.869
H 6.773 -8.248 -16.341
H 8.884 -8.754 -19.273
H 11.346 -5.273 -15.126
H 7.329 -7.710 -24.100
H 7.185 -5.208 -18.923
H 8.009 -6.473 -17.399
H 9.202 -9.462 -10.301
H 10.864 -12.326 -11.471
H 6.525 -11.028 -15.987
H 9.588 -6.046 -16.958
H 12.625 -2.859 -14.771
H 5.193 -10.586 -13.395
H 0.999 -7.281 -16.277
H 12.254 -9.105 -10.073
H 10.328 -10.257 -23.347
H 5.674 -3.155 -15.430
H 11.713 -10.816 -9.560
H 5.459 -6.605 -17.397
H 12.667 -5.249 -13.882
H 7.721 -6.801 -22.597
H 1.922 -9.215 -18.067
H 8.783 -6.896 -23.975
H 9.079 -4.592 -15.324
H 5.121 -10.760 -17.124
H 11.289 -7.659 -18.404
H 13.247 -10.603 -13.148
H 12.821 -5.947 -15.462
H 7.455 -11.286 -23.996
H 14.819 -2.778 -15.975
H 10.355 -7.331 -13.266
H 12.492 -9.100 -15.607
H 8.276 -9.490 -12.483
H 3.522 -6.431 -16.152
H 12.855 -10.541 -10.682
H 3.171 -10.953 -15.142
H 1.703 -7.321 -14.647
H 3.432 -9.880 -17.652
H 10.043 -9.183 -21.151
```

Computed properties:
Multiplicity   1
Energy   -2338.919825 Ha
Total charge   +1

---

A molecular structure, C14H36BaN2O5. Source: the OMol25 dataset; level of theory: ωB97M-V/def2-TZVPD.

The geometry in XYZ format:
```
58
Properties=species:S:1:pos:R:3
Ba -0.488 1.553 -0.471
O -0.001 2.430 -3.508
O -3.669 -0.076 -1.368
O -1.869 0.702 3.922
O 0.683 -2.631 1.563
O 2.909 1.679 0.988
N 2.716 -1.063 0.119
N -1.540 0.029 -3.679
C 3.183 2.610 2.079
C -2.733 -0.816 -3.571
C 2.029 -2.993 1.589
C -1.809 1.263 -4.452
C -1.672 -0.446 5.957
C -4.612 -0.580 -0.408
C 4.095 0.867 0.780
C -0.460 1.998 -4.766
C 1.189 3.236 -3.591
C -1.173 0.696 5.104
C -3.959 -0.304 -2.797
C 3.833 -0.163 -0.270
C -0.222 -3.697 1.799
C 3.014 -1.819 1.290
H -0.307 -3.792 2.881
H 2.373 2.653 2.806
H 4.796 -0.594 -0.542
H -2.499 2.007 -4.053
H 4.036 -2.198 1.302
H -4.361 -0.595 0.653
H -2.730 -0.625 6.146
H 0.172 1.192 -5.139
H 2.392 -3.508 2.479
H 2.072 2.773 -4.030
H -2.793 0.645 4.176
H -4.807 -0.984 -2.870
H -0.553 2.832 -5.463
H -1.233 -3.529 1.428
H 4.137 2.348 2.537
H 2.207 -3.663 0.748
H -4.589 -1.651 -0.610
H 3.308 3.631 1.719
H -2.319 -1.643 -2.993
H -2.292 0.960 -5.381
H 1.517 3.482 -2.581
H -1.266 1.619 5.676
H 4.455 0.361 1.675
H 3.481 0.287 -1.199
H -4.232 0.646 -3.257
H 2.956 -1.254 2.220
H -5.578 -0.131 -0.638
H -3.056 -1.218 -4.531
H -1.290 -1.416 5.640
H -0.128 0.508 4.859
H 2.644 -1.815 -0.551
H 4.906 1.514 0.445
H -0.942 -0.601 -4.194
H 0.091 -4.701 1.510
H -1.167 -0.225 6.898
H 1.153 4.212 -4.075
```

Computed properties:
Multiplicity   1
Energy above the lowest of the compared OMol25 structures with the same formula, charge and spin   51.9 kcal per mole
Energy   -1065.564663 Ha
Total charge   +2

---

Number 1: F_max 3.11 eV Å⁻¹, HOMO energy -10.65 eV, LUMO energy 0.7911 eV. Number 2: F_max 4.85 eV Å⁻¹, HOMO energy -9.60 eV, LUMO energy -7.1686 eV. Number 3: F_max 0.83 eV Å⁻¹, HOMO energy -10.95 eV, LUMO energy 0.0364 eV. Number 4: F_max 0.39 eV Å⁻¹, HOMO energy -10.95 eV, LUMO energy -3.8353 eV. Number 5: F_max 7.30 eV Å⁻¹, HOMO energy -2.24 eV, LUMO energy 0.7443 eV. Number 6: F_max 3.53 eV Å⁻¹, HOMO energy -2.77 eV, LUMO energy 2.5386 eV. Number 7: F_max 2.89 eV Å⁻¹, HOMO energy -3.91 eV, LUMO energy 4.2528 eV. Number 8: F_max 7.87 eV Å⁻¹, HOMO energy -9.84 eV, LUMO energy -6.5654 eV. Number 9: F_max 3.20 eV Å⁻¹, HOMO energy -14.38 eV, LUMO energy -6.9454 eV.